{
  "formula": "C22H23Cl45NO",
  "method": "wB97M-V/def2-TZVPD",
  "elements": ["C", "C", "C", "O", "C", "C", "N", "C", "C", "C", "Cl", "C", "C", "C", "H", "H", "H", "H", "H", "H", "H", "H", "H", "H", "H", "H", "H", "H", "H", "H", "H", "H", "H", "H", "H", "H", "H", "C", "Cl", "Cl", "Cl", "Cl", "C", "Cl", "Cl", "Cl", "Cl", "C", "Cl", "Cl", "Cl", "Cl", "C", "Cl", "Cl", "Cl", "Cl", "C", "Cl", "Cl", "Cl", "Cl", "C", "Cl", "Cl", "Cl", "Cl", "C", "Cl", "Cl", "Cl", "Cl", "C", "Cl", "Cl", "Cl", "Cl", "C", "Cl", "Cl", "Cl", "Cl", "C", "Cl", "Cl", "Cl", "Cl", "C", "Cl", "Cl", "Cl", "Cl"],
  "positions_angstrom": [[10.370, 2.123, 1.510], [9.745, 2.542, 0.175], [8.216, 2.452, 0.159], [7.667, 3.766, -0.010], [6.310, 3.844, -0.325], [5.994, 3.316, -1.729], [4.671, 3.922, -2.087], [3.549, 3.414, -1.222], [3.866, 3.420, 0.290], [2.982, 2.346, 0.955], [3.216, 2.418, 2.724], [1.478, 2.413, 0.611], [0.929, 1.046, 0.208], [5.354, 3.165, 0.641], [11.446, 1.970, 1.381], [10.252, 2.906, 2.264], [9.960, 1.178, 1.875], [10.177, 1.958, -0.642], [10.000, 3.592, -0.011], [7.859, 2.017, 1.101], [7.884, 1.793, -0.657], [6.078, 4.923, -0.323], [5.822, 2.235, -1.698], [6.748, 3.559, -2.479], [4.748, 4.939, -1.989], [4.449, 3.752, -3.071], [2.704, 4.081, -1.412], [3.248, 2.426, -1.583], [3.592, 4.394, 0.716], [3.375, 1.367, 0.653], [0.945, 2.714, 1.517], [1.274, 3.184, -0.138], [1.131, 0.347, 1.027], [1.373, 0.667, -0.719], [-0.151, 1.088, 0.050], [5.532, 3.502, 1.664], [5.533, 2.081, 0.630], [-3.343, 2.595, 0.267], [-4.339, 3.693, 1.201], [-1.876, 3.434, -0.312], [-2.824, 1.234, 1.276], [-4.241, 2.010, -1.125], [-6.139, -2.451, -0.507], [-5.183, -3.928, -0.314], [-7.792, -2.754, 0.017], [-5.425, -1.166, 0.468], [-6.121, -1.952, -2.200], [-3.279, -3.937, 3.491], [-2.429, -4.914, 2.287], [-2.341, -3.950, 4.987], [-3.489, -2.289, 2.905], [-4.872, -4.640, 3.791], [-2.799, -2.362, -5.299], [-4.266, -2.339, -6.274], [-1.994, -0.783, -5.415], [-3.221, -2.670, -3.614], [-1.711, -3.614, -5.890], [-9.629, -4.844, -3.502], [-8.202, -4.992, -2.476], [-10.472, -6.390, -3.577], [-10.705, -3.615, -2.826], [-9.134, -4.359, -5.128], [-1.908, 7.292, 2.888], [-1.873, 8.798, 1.969], [-2.008, 5.923, 1.773], [-0.434, 7.156, 3.854], [-3.313, 7.279, 3.952], [-4.459, 0.056, -10.037], [-3.609, -0.731, -11.367], [-3.464, -0.009, -8.580], [-4.787, 1.739, -10.458], [-5.984, -0.782, -9.732], [0.783, -8.465, 2.779], [0.340, -9.737, 3.916], [2.294, -7.713, 3.297], [0.989, -9.153, 1.166], [-0.496, -7.241, 2.736], [0.099, -8.311, -2.924], [-0.568, -9.916, -2.629], [1.599, -8.125, -2.011], [0.433, -8.119, -4.648], [-1.060, -7.085, -2.401], [-6.461, 0.498, 4.403], [-6.876, 1.029, 6.033], [-6.265, -1.250, 4.373], [-7.729, 0.981, 3.273], [-4.931, 1.238, 3.899], [-2.565, -0.245, 8.437], [-2.623, 1.289, 7.565], [-2.743, -1.589, 7.302], [-1.011, -0.384, 9.267], [-3.871, -0.297, 9.621]],
  "gap_ev": 8.93,
  "total_charge": 1,
  "homo_energy_ev": -12.2060,
  "lumo_energy_ev": -3.3
}



{
  "formula": "H10O5",
  "method": "wB97M-V/def2-TZVPD",
  "elements": ["O", "O", "O", "O", "O", "H", "H", "H", "H", "H", "H", "H", "H", "H", "H"],
  "positions_angstrom": [[1.566, 0.084, -2.202], [1.880, -0.385, 1.387], [-0.322, -1.033, 3.121], [-1.382, -0.373, -0.145], [-1.860, 1.659, -2.041], [2.361, 0.622, -2.171], [2.667, 0.171, 1.353], [-1.119, -0.513, 3.290], [-1.542, -1.288, -0.408], [-2.031, 1.864, -2.957], [1.385, -0.145, -1.316], [1.972, -0.876, 2.208], [-0.244, -0.914, 2.161], [-2.216, 0.059, -0.373], [-1.114, 1.067, -1.905]],
  "smiles": "O.O.O.O.O",
  "gap_ev": 11.79,
  "homo_energy_ev": -11.1663,
  "e_above_lowest_kcal_mol": 23.8,
  "lumo_energy_ev": 0.6
}



{
  "formula": "C29H45N7RuS4",
  "method": "wB97M-V/def2-TZVPD",
  "elements": ["Ru", "C", "C", "C", "C", "C", "C", "C", "C", "C", "C", "C", "C", "C", "C", "C", "C", "C", "H", "H", "H", "H", "H", "H", "H", "H", "H", "H", "H", "H", "H", "H", "H", "H", "H", "H", "H", "H", "H", "H", "H", "H", "H", "H", "H", "H", "H", "N", "N", "C", "N", "S", "H", "H", "H", "H", "H", "S", "C", "S", "C", "N", "N", "C", "C", "C", "C", "C", "C", "S", "H", "H", "H", "H", "H", "C", "N", "C", "C", "N", "H", "H", "H", "H", "H", "H"],
  "positions_angstrom": [[-0.418, -0.109, -0.223], [-0.945, 1.071, -2.218], [0.461, 1.028, -2.319], [0.964, 1.840, -1.224], [-0.165, 2.290, -0.501], [-1.361, 1.834, -1.104], [-2.787, 2.245, -0.746], [-3.727, 1.900, -1.903], [-2.818, 3.762, -0.506], [-3.294, 1.542, 0.516], [2.343, 2.452, -0.970], [2.504, 3.594, -1.993], [3.527, 1.483, -1.044], [2.421, 3.096, 0.422], [1.128, 0.206, -3.440], [0.059, -0.241, -4.451], [2.162, 1.003, -4.250], [1.778, -1.072, -2.893], [-1.629, 0.634, -2.921], [-0.138, 2.993, 0.315], [-3.387, 2.337, -2.843], [-4.726, 2.285, -1.695], [-3.808, 0.817, -2.035], [-2.377, 4.305, -1.344], [-2.271, 4.031, 0.400], [-3.847, 4.101, -0.382], [-3.273, 0.457, 0.409], [-4.323, 1.848, 0.723], [-2.688, 1.806, 1.387], [2.571, 3.231, -3.017], [3.415, 4.152, -1.769], [1.660, 4.283, -1.932], [3.595, 0.949, -1.981], [3.469, 0.745, -0.246], [4.452, 2.049, -0.922], [1.725, 3.926, 0.544], [3.426, 3.493, 0.566], [2.256, 2.357, 1.207], [-0.503, 0.605, -4.851], [-0.638, -0.957, -4.013], [0.554, -0.736, -5.287], [1.704, 1.881, -4.711], [2.542, 0.367, -5.050], [3.015, 1.329, -3.671], [1.053, -1.658, -2.325], [2.629, -0.858, -2.248], [2.131, -1.685, -3.725], [0.340, 0.883, 2.057], [1.248, 0.049, 2.713], [1.871, -0.943, 2.050], [2.660, -1.731, 2.780], [1.759, -1.179, 0.379], [0.670, 1.842, 2.061], [-0.571, 0.821, 2.508], [1.253, 0.050, 3.723], [2.791, -1.608, 3.770], [3.121, -2.501, 2.325], [-4.560, -5.629, -0.406], [-3.940, -4.337, 0.410], [-2.243, -3.978, 0.484], [-2.582, -2.446, 1.240], [-3.831, -2.263, 1.487], [-4.584, -3.331, 1.072], [-5.988, -3.252, 1.348], [-6.601, -2.006, 1.312], [-7.953, -1.902, 1.594], [-8.689, -3.034, 1.913], [-8.062, -4.269, 1.963], [-6.708, -4.387, 1.685], [-1.331, -1.332, 1.706], [-6.012, -1.126, 1.090], [-8.430, -0.931, 1.568], [-9.746, -2.952, 2.130], [-8.625, -5.154, 2.227], [-6.223, -5.350, 1.731], [-3.454, -3.218, -3.573], [-3.565, -2.371, -2.385], [-4.902, -1.958, -1.951], [-2.508, -1.840, -1.847], [-1.560, -1.416, -1.342], [-3.845, -2.696, -4.447], [-4.025, -4.131, -3.406], [-2.412, -3.480, -3.741], [-5.400, -1.410, -2.753], [-4.817, -1.317, -1.077], [-5.486, -2.843, -1.695]],
  "gap_ev": [6.87, 6.45],
  "total_charge": 1,
  "homo_energy_ev": [-9.9849, -10.0264],
  "spin_multiplicity": 2,
  "e_above_lowest_kcal_mol": 40.9,
  "lumo_energy_ev": [-3.1, -3.6]
}



{
  "formula": "CH2CaHgO",
  "method": "wB97M-V/def2-TZVPD",
  "elements": ["H", "O", "C", "Hg", "Ca", "H"],
  "positions_angstrom": [[-0.854, 0.837, -0.835], [0.167, -0.728, 0.381], [0.409, 0.595, 0.211], [0.661, -0.126, 2.440], [-1.423, -1.327, -1.498], [1.039, 0.749, -0.698]],
  "gap_ev": [5.25, 4.93],
  "total_charge": 1,
  "homo_energy_ev": [-11.3720, -10.9805],
  "spin_multiplicity": 2,
  "lumo_energy_ev": [-6.1, -6.1]
}